DFT (ωB97M-V/def2-TZVPD) results for a structure of composition C38H63IrN7O3SSbSi3.

Geometry as XYZ:
```
117
C38H63IrN7O3SSbSi3 | the Open Molecules 2025 dataset | ωB97M-V/def2-TZVPD
Ir -0.636 -1.155 -0.570
C 0.657 0.579 4.272
Sb 0.880 0.402 2.101
C -0.429 -1.254 1.551
C 0.575 -2.234 1.999
C 0.501 -3.634 1.999
C 1.583 -4.349 2.455
C 2.734 -3.686 2.900
C 2.758 -2.314 2.869
N 1.700 -1.625 2.427
Si -2.012 -1.337 2.580
C -2.942 0.289 2.628
C -1.612 -1.775 4.382
C -3.162 -2.698 2.039
C 3.652 1.938 -0.325
C 3.256 0.694 -0.912
C 3.419 0.426 -2.311
C 3.078 -0.776 -2.861
C 2.560 -1.785 -2.043
C 2.416 -1.474 -0.710
N 2.725 -0.299 -0.158
Si 4.565 1.961 1.245
C 4.527 0.350 2.233
C 6.409 2.303 0.953
C 4.066 3.300 2.488
Si 3.596 3.428 -1.370
C 2.086 3.441 -2.531
C 3.549 5.041 -0.382
C 5.101 3.719 -2.499
H -0.302 1.027 4.535
H 1.447 1.250 4.608
H 0.749 -0.381 4.771
H -0.395 -4.114 1.634
H 1.546 -5.432 2.464
H 3.598 -4.229 3.254
H 3.619 -1.741 3.183
H -2.283 1.151 2.749
H -3.628 0.270 3.477
H -3.526 0.433 1.718
H -1.314 -0.920 4.987
H -0.817 -2.520 4.454
H -2.506 -2.211 4.834
H -3.352 -2.690 0.971
H -4.115 -2.591 2.568
H -2.748 -3.673 2.303
H 3.868 1.190 -2.932
H 3.223 -0.947 -3.922
H 2.250 -2.749 -2.418
H 2.034 -2.225 -0.027
H 4.262 -0.489 1.593
H 3.796 0.406 3.044
H 5.506 0.167 2.682
H 6.816 1.589 0.234
H 6.992 2.234 1.874
H 6.557 3.303 0.540
H 3.004 3.228 2.732
H 4.256 4.306 2.120
H 4.635 3.172 3.412
H 1.393 4.241 -2.260
H 1.541 2.496 -2.508
H 2.389 3.614 -3.567
H 2.965 4.954 0.533
H 3.127 5.844 -0.990
H 4.560 5.342 -0.102
H 5.205 2.936 -3.252
H 6.019 3.725 -1.909
H 5.031 4.677 -3.021
C -2.362 3.605 0.982
C -1.217 3.179 0.069
C -1.619 3.416 -1.391
C 0.059 3.946 0.400
N -0.993 1.748 0.371
N -0.237 1.018 -0.598
H -2.492 4.687 0.939
H -2.153 3.324 2.015
H -3.297 3.129 0.679
H -1.934 4.453 -1.514
H -2.450 2.766 -1.672
H -0.782 3.254 -2.073
H -0.072 5.013 0.214
H 0.892 3.600 -0.215
H 0.334 3.800 1.445
H -1.895 1.268 0.402
H 0.753 1.261 -0.512
H -0.532 1.224 -1.554
O -0.404 -0.858 -2.766
N -1.414 -1.274 -3.519
C -1.581 -2.598 -3.709
C -2.639 -3.065 -4.451
C -3.533 -2.157 -5.010
C -3.336 -0.803 -4.806
C -2.269 -0.379 -4.039
H -0.845 -3.213 -3.217
H -2.756 -4.132 -4.572
H -4.377 -2.507 -5.588
H -4.015 -0.060 -5.199
H -2.047 0.650 -3.812
C 0.191 -5.193 -1.242
O 0.261 -3.787 -1.071
C -0.943 -3.103 -0.748
O -1.953 -3.773 -0.700
H 0.848 -5.459 -2.072
H -0.831 -5.516 -1.441
H 0.550 -5.698 -0.338
C -6.401 -3.768 -0.121
C -6.175 -2.340 -0.524
C -7.216 -1.453 -0.770
C -6.840 -0.165 -1.117
N -5.584 0.233 -1.214
C -4.643 -0.699 -0.959
S -2.988 -0.181 -1.109
N -4.908 -1.965 -0.626
H -7.456 -4.040 -0.155
H -6.024 -3.922 0.891
H -5.829 -4.426 -0.775
H -8.253 -1.746 -0.697
H -7.595 0.590 -1.324
```

Calculated values
Spin multiplicity ... 2
LUMO energy (spin up / spin down) ... 2.2 / 2.2 eV
Frontier orbital gap (spin up / spin down) ... 5.6 / 5.6 eV
Expectation value of S² ... 0.755
Total charge ... -1
DFT total energy ... -3706.0964 Eh

Atom charges from the Löwdin analysis, given in e for atoms 1 to 8: 0.9268, -0.3348, 1.5587, -0.5872, -0.4553, -0.0264, -0.0493, -0.0589

=====

DFT (ωB97M-V/def2-TZVPD) results for a cluster of 11 separate species, C38H64Br2O6 in total.

Geometry as XYZ:
```
110
C38H64Br2O6 | the Open Molecules 2025 dataset | ωB97M-V/def2-TZVPD
Br 1.234 -2.646 -3.769
C 0.903 -1.478 -5.306
C 2.074 -1.717 -6.341
Br 1.720 -0.349 -7.808
H 0.847 -0.439 -4.983
H -0.080 -1.619 -5.757
H 2.012 -2.634 -6.926
H 3.100 -1.621 -5.985
C -0.376 -0.768 0.083
C -0.504 -0.696 -1.312
C -0.771 0.495 -1.972
C -0.916 1.615 -1.258
C -0.718 1.632 0.107
C -0.379 0.450 0.763
H -0.034 -1.669 0.571
H -0.420 -1.538 -1.983
H -0.911 0.335 -3.031
H -1.449 2.493 -1.593
H -0.789 2.576 0.626
H -0.258 0.409 1.836
C 1.142 3.697 2.967
C 2.078 3.544 4.014
C 1.822 4.123 5.228
C 0.528 4.675 5.478
C -0.492 4.637 4.544
C -0.167 4.208 3.274
H 1.299 3.197 2.022
H 3.038 3.100 3.796
H 2.576 3.938 5.979
H 0.190 4.987 6.456
H -1.434 5.099 4.801
H -0.915 4.362 2.510
C 2.503 -4.868 -0.396
C 1.958 -4.240 0.692
C 0.796 -4.505 1.319
C -0.061 -5.414 0.633
C 0.372 -6.033 -0.580
C 1.598 -5.697 -1.076
H 3.437 -4.650 -0.894
H 2.528 -3.426 1.116
H 0.515 -4.049 2.257
H -1.060 -5.606 0.994
H -0.331 -6.651 -1.119
H 1.943 -6.172 -1.983
C -5.448 1.533 -2.039
C -5.744 0.420 -1.296
C -5.212 -0.804 -1.650
C -4.231 -0.851 -2.637
C -3.870 0.291 -3.366
C -4.464 1.507 -3.025
H -5.889 2.518 -2.085
H -6.548 0.610 -0.601
H -5.527 -1.732 -1.196
H -3.645 -1.715 -2.912
H -3.122 0.252 -4.144
H -4.294 2.342 -3.688
C 0.220 -0.207 5.291
C -0.809 0.596 6.014
O -1.574 -0.347 6.750
H -0.317 -0.695 4.478
H 0.610 -0.976 5.957
H 0.976 0.450 4.859
H -1.331 1.253 5.318
H -0.216 1.277 6.625
H -2.435 -0.355 6.325
C 3.134 -1.009 3.191
C 3.854 0.228 2.828
O 4.754 0.479 3.938
H 2.916 -1.138 4.251
H 3.695 -1.896 2.895
H 2.166 -1.035 2.691
H 3.068 0.977 2.728
H 4.474 0.257 1.932
H 5.236 1.218 3.562
C -3.354 2.414 2.933
C -3.893 1.747 1.668
O -3.861 0.352 1.764
H -2.424 1.956 3.270
H -4.111 2.333 3.713
H -3.253 3.492 2.807
H -3.417 2.055 0.738
H -4.957 1.960 1.564
H -3.908 0.002 0.871
C 2.589 3.569 -2.699
C 1.536 4.167 -1.691
O 2.116 5.084 -0.835
H 3.013 4.309 -3.377
H 2.134 2.739 -3.241
H 3.459 3.155 -2.188
H 1.184 3.290 -1.148
H 0.647 4.589 -2.161
H 2.723 4.626 -0.249
C -2.090 -4.221 -2.894
C -2.130 -4.212 -4.459
O -2.579 -2.907 -4.810
H -1.472 -5.037 -2.518
H -3.097 -4.425 -2.532
H -1.733 -3.288 -2.458
H -2.903 -4.917 -4.763
H -1.162 -4.484 -4.879
H -3.405 -2.867 -5.297
C 4.914 0.248 -1.990
C 3.476 -0.139 -1.950
O 3.076 -0.306 -0.643
H 5.598 -0.437 -1.489
H 5.117 1.161 -1.431
H 5.266 0.316 -3.020
H 3.334 -1.011 -2.589
H 2.850 0.680 -2.304
H 2.144 -0.530 -0.701
```

Calculated values
LUMO energy ... 0.3 eV
Frontier orbital gap ... 9.6 eV
DFT total energy ... -7085.6241 Eh

Atom charges from the Löwdin analysis, given in e for atoms 1 to 8: 0.7235, -0.6527, -0.5859, 0.5336, 0.0398, 0.0476, 0.0405, 0.0498

=====

The max |F| results, record by record, are as follows: 0.611, 3.875 eV Å⁻¹.
The ΔE to the lowest compared entry with this formula, charge and spin results, record by record, are as follows: 0.0, 208.2 kJ/mol.